# 1
Formula: C41H38Cl2CrN11O2
Source: the OMol25 dataset
Level of theory: the ωB97M-V functional and the def2-TZVPD basis

The geometry in XYZ format:
```
95
Properties=species:S:1:pos:R:3
Cr -0.056 1.902 0.959
C 0.970 -3.155 2.833
N 1.200 -1.823 2.361
C 0.168 -0.898 1.920
N 0.907 0.303 1.640
C 2.184 -0.018 1.881
N 2.393 -1.240 2.307
C 0.559 -4.051 1.685
C -0.609 -4.801 1.704
C -0.958 -5.564 0.597
C -0.201 -5.521 -0.559
C 0.937 -4.716 -0.602
C 1.341 -4.034 0.542
C 1.563 -4.386 -1.862
N 1.273 -4.818 -3.054
N 1.872 -4.014 -3.931
C 2.515 -3.104 -3.259
O 2.373 -3.300 -1.924
C 3.109 -1.873 -3.737
C 3.068 -1.525 -5.088
C 3.487 -0.266 -5.476
C 3.921 0.655 -4.534
C 3.993 0.307 -3.190
C 4.495 1.286 -2.157
N 3.427 1.880 -1.376
C 2.270 1.367 -0.956
N 1.613 2.278 -0.237
C 2.442 3.355 -0.266
N 3.534 3.130 -0.942
C 3.602 -0.965 -2.800
H 0.180 -3.144 3.594
H 1.903 -3.502 3.285
H -0.557 -0.756 2.737
H 2.996 0.674 1.746
H -1.240 -4.800 2.582
H -1.850 -6.170 0.633
H -0.487 -6.076 -1.437
H 2.254 -3.458 0.530
H 2.698 -2.240 -5.805
H 3.476 0.006 -6.520
H 4.219 1.644 -4.846
H 5.033 2.114 -2.624
H 5.187 0.782 -1.475
H 1.900 0.389 -1.189
H 2.232 4.300 0.196
H 3.684 -1.269 -1.766
C -3.610 0.922 -1.422
C -2.285 1.609 -1.245
O -1.419 1.212 -0.455
N -2.100 2.685 -2.023
C -0.913 3.512 -1.899
C -1.049 4.390 -0.677
C -1.382 5.729 -0.832
C -1.601 6.519 0.284
C -1.546 5.906 1.527
C -1.215 4.567 1.597
N -0.930 3.808 0.529
H -3.561 0.277 -2.298
H -4.412 1.644 -1.566
H -3.822 0.303 -0.557
H -2.839 2.988 -2.643
H -0.815 4.127 -2.791
H -0.046 2.851 -1.808
H -1.483 6.146 -1.820
H -1.827 7.569 0.188
H -1.755 6.458 2.427
H -1.194 4.075 2.561
N -1.928 1.276 2.215
C -2.708 0.080 2.558
C -3.479 0.175 3.714
C -4.331 -0.840 4.105
C -4.447 -1.974 3.322
C -3.669 -2.095 2.190
C -2.776 -1.095 1.794
C -1.947 -1.395 0.612
C -2.542 -1.870 -0.557
C -1.800 -2.081 -1.702
C -0.435 -1.845 -1.687
C 0.184 -1.513 -0.498
C -0.560 -1.302 0.655
H -1.684 1.698 3.115
H -2.598 1.912 1.778
H -3.416 1.068 4.323
H -4.909 -0.739 5.008
H -5.120 -2.766 3.607
H -3.728 -2.996 1.597
H -3.608 -2.043 -0.577
H -2.280 -2.427 -2.606
H 0.133 -1.940 -2.600
H 1.259 -1.430 -0.446
Cl 0.067 1.767 4.930
C 1.574 2.386 4.260
Cl 1.278 3.034 2.635
H 2.294 1.571 4.177
H 1.954 3.200 4.881
```

As for the spin multiplicity: 4. The lowest unoccupied orbital energy (spin up / spin down) is -5.0 / -6.1 eV. For the HOMO-LUMO gap (spin up / spin down), the calculation gives 7.61 / 6.34 eV. The value obtained for the energy relative to the best compared isomer or geometry (same formula, charge and spin) is 200.29 kJ/mol. Its charge is +2.

# 2
Formula: C41H38N3OP2SW
Source: the OMol25 dataset
Level of theory: the ωB97M-V functional and the def2-TZVPD basis

The geometry in XYZ format:
```
87
Properties=species:S:1:pos:R:3
W 0.517 -0.477 0.437
N 3.399 -1.913 0.962
P 2.058 -1.957 1.975
C 2.423 -1.160 3.551
C 1.207 -0.512 4.129
C 1.308 0.433 5.361
C 2.736 0.738 5.710
C 3.772 0.144 5.112
C 3.628 -0.796 3.992
C 1.557 -3.646 2.288
C 1.243 -4.461 1.194
C 0.839 -5.766 1.411
C 0.733 -6.255 2.711
C 1.038 -5.441 3.795
C 1.452 -4.134 3.590
P 2.921 -0.922 -0.322
C 2.270 -1.958 -1.647
C 0.946 -1.656 -2.006
C 0.228 -2.507 -2.838
C 0.839 -3.654 -3.322
C 2.155 -3.950 -2.976
C 2.868 -3.114 -2.126
C 4.324 0.020 -0.870
C 5.295 0.427 0.048
C 6.354 1.204 -0.387
C 6.434 1.588 -1.722
C 5.460 1.190 -2.631
C 4.401 0.403 -2.211
H 4.187 -2.549 0.990
H 0.371 -1.210 4.238
H 0.770 0.098 6.249
H 2.912 1.440 6.518
H 4.777 0.374 5.439
H 4.531 -1.146 3.504
H 1.333 -4.081 0.180
H 0.611 -6.410 0.572
H 0.420 -7.277 2.876
H 0.970 -5.832 4.802
H 1.725 -3.511 4.433
H 0.508 -0.661 -1.820
H -0.783 -2.258 -3.133
H 0.295 -4.311 -3.987
H 2.627 -4.839 -3.373
H 3.885 -3.364 -1.845
H 5.228 0.128 1.088
H 7.123 1.509 0.311
H 7.265 2.194 -2.057
H 5.533 1.485 -3.669
H 3.651 0.079 -2.923
C -4.502 0.275 3.716
N -3.990 0.160 2.344
N -2.644 0.091 2.018
C -2.557 -0.527 0.762
O -1.445 -0.759 0.150
C -3.836 -0.780 0.328
C -4.699 -0.362 1.328
C -6.174 -0.491 1.380
C -1.595 0.695 2.697
C -1.827 1.600 3.800
C -0.854 1.891 4.690
C 0.579 1.542 4.513
C 0.823 0.694 3.256
C -0.307 0.319 2.356
H -3.755 -0.068 4.425
H -5.370 -0.371 3.808
H -4.803 1.293 3.952
H -4.107 -1.224 -0.615
H -6.561 -0.695 0.385
H -6.642 0.415 1.764
H -6.466 -1.325 2.025
H -2.806 2.023 3.946
H -1.113 2.507 5.547
H 1.124 2.492 4.507
H 1.684 1.074 2.704
H -0.335 -0.802 2.238
S 0.839 1.615 -0.516
C 1.241 2.778 0.764
C 2.574 2.918 1.142
C 2.907 3.861 2.106
C 1.925 4.672 2.661
C 0.600 4.540 2.261
C 0.250 3.583 1.317
H 3.340 2.311 0.673
H 3.941 3.985 2.400
H 2.198 5.428 3.386
H -0.157 5.200 2.665
H -0.775 3.490 0.977
```

As for the spin multiplicity: 3. The lowest unoccupied orbital energy (spin up / spin down) is -9.5 / -9.8 eV. For the HOMO-LUMO gap (spin up / spin down), the calculation gives 6.20 / 6.03 eV. The value obtained for the energy relative to the best compared isomer or geometry (same formula, charge and spin) is 22.57 kJ/mol. Its charge is +3.

# 3
Formula: C41H38N4O2P3Se3V
Source: the OMol25 dataset
Level of theory: the ωB97M-V functional and the def2-TZVPD basis

The geometry in XYZ format:
```
92
Properties=species:S:1:pos:R:3
V -0.023 0.131 -0.277
C 3.993 0.811 -1.685
C 2.568 0.851 -1.252
N 1.967 -0.137 -0.675
O 2.802 -1.220 -0.429
C 1.749 2.065 -1.467
C 2.289 3.342 -2.008
N 0.525 1.907 -1.074
O -0.355 2.853 -1.136
H 4.327 -0.213 -1.813
H 4.625 1.288 -0.930
H 4.110 1.358 -2.621
H 2.227 -1.999 -0.603
H 3.239 3.603 -1.537
H 1.560 4.129 -1.820
H 2.457 3.296 -3.088
N -0.474 1.329 3.034
P -0.939 1.964 1.512
C -1.243 3.724 1.901
C -0.424 4.716 1.373
C -0.630 6.048 1.709
C -1.654 6.396 2.577
C -2.477 5.410 3.107
C -2.275 4.082 2.765
C -2.681 1.459 1.212
C -3.240 1.811 -0.015
C -4.558 1.480 -0.297
C -5.326 0.808 0.641
C -4.770 0.449 1.861
C -3.450 0.763 2.139
P 0.547 -0.025 2.657
C 0.689 -0.866 4.276
C 1.147 -0.204 5.417
C 1.237 -0.876 6.623
C 0.876 -2.218 6.701
C 0.420 -2.881 5.574
C 0.321 -2.205 4.362
C 2.219 0.810 2.651
C 2.366 2.185 2.504
C 3.622 2.757 2.327
C 4.753 1.957 2.295
C 4.618 0.580 2.441
C 3.364 0.017 2.609
H -1.169 1.173 3.759
H 0.353 4.442 0.671
H 0.006 6.814 1.284
H -1.821 7.435 2.832
H -3.284 5.675 3.778
H -2.937 3.323 3.164
H -2.634 2.336 -0.746
H -4.978 1.741 -1.260
H -6.346 0.529 0.411
H -5.345 -0.127 2.571
H -3.018 0.423 3.074
H 1.443 0.837 5.352
H 1.597 -0.360 7.504
H 0.949 -2.744 7.644
H 0.132 -3.922 5.630
H -0.058 -2.703 3.476
H 1.498 2.833 2.543
H 3.708 3.831 2.218
H 5.732 2.399 2.159
H 5.492 -0.058 2.408
H 3.281 -1.062 2.692
Se 0.952 -3.808 -1.614
P 0.256 -2.451 -3.113
Se -0.773 -0.618 -2.562
C -0.900 -3.306 -4.249
C -1.511 -2.636 -5.311
C -2.434 -3.277 -6.117
C -2.781 -4.599 -5.863
C -2.198 -5.264 -4.800
C -1.263 -4.622 -3.995
C 1.670 -1.896 -4.160
C 1.499 -0.989 -5.208
C 2.581 -0.532 -5.938
C 3.868 -0.954 -5.618
C 4.053 -1.831 -4.565
C 2.960 -2.302 -3.843
H -1.304 -1.592 -5.498
H -2.897 -2.736 -6.932
H -3.516 -5.097 -6.482
H -2.473 -6.287 -4.578
H -0.811 -5.136 -3.157
H 0.522 -0.588 -5.437
H 2.420 0.171 -6.746
H 4.716 -0.589 -6.184
H 5.050 -2.156 -4.296
H 3.097 -2.992 -3.020
Se -1.416 -2.188 0.940
C -3.248 -2.502 0.977
N -4.382 -2.712 1.069
```

As for the spin multiplicity: 4. The lowest unoccupied orbital energy (spin up / spin down) is 2.4 / 2.4 eV. For the HOMO-LUMO gap (spin up / spin down), the calculation gives 6.78 / 6.79 eV. The value obtained for the energy relative to the best compared isomer or geometry (same formula, charge and spin) is 167.86 kJ/mol. Its charge is -1.

# 4
Formula: C41H38N9OS3Sr
Source: the OMol25 dataset
Level of theory: the ωB97M-V functional and the def2-TZVPD basis

The geometry in XYZ format:
```
93
Properties=species:S:1:pos:R:3
Sr -1.698 -1.493 -0.931
N 0.156 -2.352 -0.229
S 1.153 -1.450 0.302
N 0.692 -0.100 1.146
S 0.715 1.403 0.849
N 0.022 1.865 -0.425
S -1.242 1.017 -1.079
N -0.862 0.053 -2.079
C -2.158 2.389 -1.801
C -3.359 2.125 -2.439
C -4.045 3.158 -3.053
C -3.524 4.443 -3.043
C -2.317 4.695 -2.415
C -1.634 3.667 -1.788
C -2.175 0.576 0.352
C -3.087 1.522 0.781
C -3.784 1.333 1.959
C -3.533 0.211 2.732
C -2.580 -0.704 2.320
C -1.899 -0.507 1.135
C -0.056 2.120 2.301
C -0.374 3.469 2.291
C -0.965 4.029 3.411
C -1.225 3.240 4.523
C -0.900 1.892 4.525
C -0.310 1.328 3.406
C 2.321 2.191 0.761
C 2.661 2.860 -0.401
C 3.883 3.503 -0.483
C 4.753 3.466 0.595
C 4.398 2.808 1.763
C 3.170 2.175 1.854
C 2.359 -0.735 -0.828
C 1.950 -0.341 -2.087
C 2.839 0.332 -2.907
C 4.133 0.564 -2.474
C 4.543 0.122 -1.226
C 3.650 -0.522 -0.387
C 2.115 -2.283 1.586
C 2.621 -1.603 2.677
C 3.346 -2.288 3.638
C 3.565 -3.649 3.492
C 3.035 -4.331 2.407
C 2.304 -3.649 1.448
H -3.760 1.118 -2.440
H -4.989 2.956 -3.531
H -4.059 5.247 -3.525
H -1.906 5.693 -2.406
H -0.695 3.850 -1.284
H -3.257 2.407 0.188
H -4.512 2.068 2.268
H -4.062 0.063 3.660
H -2.343 -1.566 2.921
H -1.124 -1.165 0.860
H -0.163 4.062 1.412
H -1.215 5.080 3.419
H -1.684 3.682 5.394
H -1.096 1.280 5.393
H -0.050 0.281 3.370
H 1.970 2.872 -1.231
H 4.152 4.027 -1.386
H 5.712 3.955 0.530
H 5.075 2.783 2.603
H 2.873 1.679 2.767
H 0.937 -0.525 -2.403
H 2.517 0.658 -3.883
H 4.826 1.090 -3.110
H 5.563 0.270 -0.909
H 3.953 -0.872 0.589
H 2.435 -0.543 2.776
H 3.741 -1.759 4.493
H 4.138 -4.176 4.239
H 3.192 -5.394 2.306
H 1.861 -4.152 0.601
N -3.142 -2.363 -3.331
C -2.643 -3.535 -4.047
C -1.162 -3.306 -4.320
N -0.469 -3.295 -3.045
H -4.084 -2.525 -2.985
H -3.114 -1.573 -3.970
H -3.176 -3.688 -4.996
H -2.752 -4.407 -3.391
H -1.053 -2.316 -4.772
H -0.781 -4.086 -4.996
H 0.425 -2.829 -3.104
H -0.331 -4.246 -2.711
O -3.295 -2.866 -0.519
N -2.492 -3.764 -1.011
C -2.065 -4.723 -0.218
C -1.135 -5.656 -0.745
N -0.359 -6.416 -1.117
C -2.398 -4.882 1.156
N -2.666 -5.038 2.260
```

The lowest unoccupied orbital energy is -2.7 eV. For the HOMO-LUMO gap, the calculation gives 7.74 eV. Its charge is +1.

# 5
Formula: C41H39FN4O3P2Pd
Source: the OMol25 dataset
Level of theory: the ωB97M-V functional and the def2-TZVPD basis

The geometry in XYZ format:
```
91
Properties=species:S:1:pos:R:3
Pd 2.023 -0.744 -0.379
F -3.475 1.733 -3.733
C -2.981 2.254 -2.590
C -1.829 1.709 -2.102
C -1.239 2.202 -0.936
C 0.010 1.607 -0.453
O 0.490 0.642 -1.097
C 0.572 2.242 0.691
C -0.101 3.267 1.289
N -1.290 3.755 0.888
C -1.917 4.819 1.643
C -3.199 4.523 2.369
C -1.930 4.728 3.137
C -1.869 3.259 -0.265
C -3.053 3.798 -0.780
C -3.627 3.334 -1.956
N -4.813 3.938 -2.431
C -4.916 5.393 -2.421
C -6.336 5.775 -1.983
N -7.266 4.686 -2.435
C -6.842 4.163 -3.770
C -5.537 3.377 -3.578
C 1.922 1.893 1.325
O 2.289 2.591 2.254
O 2.588 0.925 0.815
H -1.345 0.905 -2.639
H 0.362 3.739 2.145
H -1.789 5.797 1.195
H -3.590 3.516 2.299
H -3.960 5.291 2.413
H -1.469 3.869 3.603
H -1.802 5.649 3.688
H -3.530 4.598 -0.235
H -4.698 5.797 -3.416
H -4.198 5.834 -1.739
H -6.645 6.712 -2.442
H -6.422 5.857 -0.902
H -8.231 5.012 -2.448
H -7.196 3.914 -1.770
H -6.719 5.014 -4.436
H -7.618 3.519 -4.177
H -4.966 3.426 -4.508
H -5.767 2.333 -3.376
N 2.691 -3.309 0.571
P 1.275 -2.493 1.059
C 0.161 -3.834 1.577
C -1.112 -3.957 1.034
C -1.936 -4.994 1.449
C -1.484 -5.898 2.397
C -0.212 -5.770 2.942
C 0.615 -4.735 2.539
C 1.680 -1.641 2.606
C 0.704 -0.765 3.086
C 0.934 -0.039 4.239
C 2.146 -0.168 4.906
C 3.118 -1.032 4.425
C 2.890 -1.772 3.274
P 3.191 -2.765 -1.000
C 3.417 -4.378 -1.811
C 4.299 -5.275 -1.204
C 4.446 -6.548 -1.727
C 3.724 -6.924 -2.854
C 2.866 -6.025 -3.467
C 2.707 -4.749 -2.945
C 4.883 -2.133 -0.792
C 5.147 -1.256 0.264
C 6.388 -0.652 0.366
C 7.363 -0.902 -0.591
C 7.094 -1.752 -1.656
C 5.856 -2.366 -1.762
H 2.795 -4.292 0.792
H -1.448 -3.249 0.287
H -2.927 -5.097 1.028
H -2.125 -6.708 2.718
H 0.133 -6.472 3.689
H 1.598 -4.617 2.982
H -0.232 -0.659 2.543
H 0.182 0.643 4.613
H 2.337 0.416 5.795
H 4.063 -1.125 4.943
H 3.653 -2.437 2.888
H 4.881 -4.968 -0.342
H 5.136 -7.241 -1.265
H 3.840 -7.922 -3.257
H 2.323 -6.318 -4.356
H 2.036 -4.045 -3.421
H 4.387 -1.056 1.013
H 6.591 0.025 1.186
H 8.334 -0.434 -0.509
H 7.848 -1.933 -2.411
H 5.652 -3.029 -2.594
```

As for the spin multiplicity: 3. The lowest unoccupied orbital energy (spin up / spin down) is -4.7 / -6.2 eV. For the HOMO-LUMO gap (spin up / spin down), the calculation gives 7.55 / 6.58 eV. Its charge is +2.

Which of these has the lowest charge? C41H38N4O2P3Se3V

Which of these has the highest charge? C41H38N3OP2SW

charge of number 2 (C41H38N3OP2SW)? +3

Number 4 is which compound? C41H38N9OS3Sr